Entry 1:
Below is a single C5H9N molecule in a non-equilibrium geometry, with properties calculated with ωB97M-V/def2-TZVPD.

ORCA input file:
```
! wB97M-V def2-TZVPD RIJCOSX def2/J DEFGRID3
* xyz 0 1
C -0.311 0.161 -1.301
C -0.992 1.016 -0.214
C -0.413 0.625 1.271
C 0.155 -0.858 1.162
C 0.940 -1.886 1.390
H 1.770 -0.232 -1.888
H 1.444 -0.900 -0.260
H -0.872 -0.883 -1.361
H -0.442 0.886 -2.381
H -2.162 0.870 -0.264
H -0.905 2.157 -0.257
H -1.370 0.664 2.096
H 0.484 1.340 1.405
H 1.360 -2.923 1.585
N 1.312 -0.036 -0.980
*
```

The value obtained for the total energy is -6815.3085 eV. The value obtained for the relative energy (zero: lowest compared OMol25 entry of this formula, charge and spin) is 131.13 kcal per mole. The structure (SMILES) is C#CCCCN. The calculation puts the frontier orbital gap at 9.86 eV.



Entry 2:
Below is a single C5H9N molecule, with properties calculated with ωB97M-V/def2-TZVPD.

ORCA input file:
```
! wB97M-V def2-TZVPD RIJCOSX def2/J DEFGRID3
* xyz 0 1
C 0.359 -0.891 1.530
C 0.207 0.570 1.855
C -0.336 0.025 0.569
N 0.365 0.410 -0.628
C -0.453 0.806 -1.756
C 0.291 -0.477 -1.775
H 1.343 -1.255 1.251
H -0.253 -1.603 2.076
H -0.477 0.868 2.645
H 1.093 1.189 1.749
H -1.421 -0.088 0.480
H -1.536 0.738 -1.639
H -0.112 1.667 -2.326
H 1.214 -0.564 -2.346
H -0.284 -1.398 -1.685
*
```

The value obtained for the total energy is -6818.8145 eV. The value obtained for the relative energy (zero: lowest compared OMol25 entry of this formula, charge and spin) is 50.28 kcal per mole. The structure (SMILES) is C1CC1N1CC1. The calculation puts the frontier orbital gap at 10.36 eV.



Question: Number 1 is which compound?
Answer: C5H9N



Question: Which of these has the highest frontier orbital gap?
Answer: number 2